The following is a DFT calculation (the ωB97M-V functional and the def2-TZVPD basis) of a single C3H3BrF2O molecule in a non-equilibrium geometry.

Summary:
Energy relative to the best compared isomer or geometry (same formula, charge and spin) ... 112.4 kcal/mol
Max |F| ... 2.86 eV/Å
E ... -2964.909184 a.u.
HOMO (alpha / beta) ... -9.50 / -9.35 eV

Last column: Mulliken charge in e.
CARTESIAN COORDINATES (ANGSTROEM)
Br 0.3823 -3.0917 -1.6978  0.014
F -0.0553 -0.8969 -3.3433  -0.169
F 1.9421 -0.9242 -2.7255  -0.183
O -0.5536 -2.0918 0.1469  -0.528
C 0.6723 -1.2793 -2.3453  0.374
C 0.5017 -0.0013 0.3727  -0.621
C -0.5373 -0.8556 -0.0657  0.121
H -1.3048 -0.3829 -0.8091  0.337
H 0.3876 0.9431 0.0067  0.355
H 1.4203 -0.2647 0.9226  0.301